This record from the Open Molecules 2025 dataset describes a molecular structure, C54H43AsBr2N6O5S2Ti in a non-equilibrium geometry. The level of theory is ωB97M-V/def2-TZVPD.

## Properties
Lowest unoccupied orbital energy (eV): -0.563
Energy above the lowest of the compared OMol25 structures with the same formula, charge and spin (kJ/mol): 0.0
Gap between HOMO and LUMO (eV): 7.26
Multiplicity: 1
Calculated total energy (a.u.): -11818.12630

Cartesian coordinates (Å):
Ti: 0.10489 0.37849 0.13744
N: -0.44667 -3.48752 -1.17924
C: -0.73841 -3.13389 -2.56736
C: -1.85819 -2.10723 -2.68851
C: -1.71009 -0.72786 -2.05420
O: -2.58404 0.08865 -2.25394
O: -0.62922 -0.48964 -1.34745
H: 0.26724 -4.20229 -1.12683
H: -1.27038 -3.86440 -0.72408
H: -1.04180 -4.00408 -3.16070
H: 0.16878 -2.74079 -3.03444
H: -2.77758 -2.52846 -2.26946
H: -2.06308 -1.91175 -3.74155
C: -1.07535 4.25659 1.88060
C: -0.00397 4.53053 2.72017
C: 0.92257 3.53920 2.96585
C: 0.80412 2.28450 2.36296
C: -0.19445 2.01742 1.40698
C: -1.13623 3.03879 1.23064
C: 1.65464 1.18463 2.86016
C: 1.98488 1.15929 4.24263
C: 2.61751 0.07879 4.76072
C: 2.97497 -0.98869 3.90681
C: 3.65508 -2.13687 4.36911
C: 4.03921 -3.11419 3.49533
C: 3.74730 -2.97646 2.12250
C: 3.05321 -1.89577 1.66022
C: 2.63897 -0.87305 2.54119
N: 1.95348 0.20195 2.04294
H: -1.83866 5.00389 1.70366
H: 0.10489 5.50791 3.17493
H: 1.76718 3.73941 3.61404
H: -1.96987 2.87377 0.56603
H: 1.69089 1.98716 4.87056
H: 2.85403 0.02001 5.81695
H: 3.86728 -2.22262 5.42900
H: 4.56388 -3.99274 3.85045
H: 4.06288 -3.74960 1.43040
H: 2.80527 -1.80441 0.61454
Br: 0.12766 -3.67889 2.90931
C: -1.36496 -2.55354 2.67266
C: -2.55769 -2.86346 3.35096
C: -3.67685 -2.11271 3.15666
Br: -5.25779 -2.57008 4.09783
C: -3.67138 -1.02495 2.25076
C: -4.79280 -0.24015 1.90842
C: -4.66533 0.72550 0.95369
C: -3.41541 0.93942 0.34826
N: -2.33685 0.27454 0.68416
C: -2.45496 -0.71504 1.60870
C: -1.26792 -1.46740 1.83622
O: -0.16688 -1.09210 1.21149
H: -2.57748 -3.70554 4.02805
H: -5.74187 -0.43459 2.38915
H: -5.51124 1.32412 0.64357
H: -3.31562 1.64931 -0.45953
N: 6.96298 4.91047 -4.54310
C: 6.30848 4.47996 -3.40274
C: 6.76606 3.36494 -2.69561
C: 6.11842 2.94261 -1.54890
C: 5.00937 3.63596 -1.08424
C: 4.57491 4.77589 -1.75177
C: 5.21077 5.19090 -2.90377
S: 4.12027 3.09136 0.34309
O: 5.00633 2.23031 1.08624
O: 3.59572 4.27010 0.97754
N: 2.81142 2.26084 -0.18798
C: 2.92464 1.03171 -0.63031
S: 4.40141 0.20683 -1.11015
C: 3.48207 -1.14190 -1.69518
C: 2.18240 -0.97174 -1.44325
N: 1.83933 0.23831 -0.84286
H: 7.54556 4.24717 -5.02181
H: 6.45851 5.53366 -5.14875
H: 7.63695 2.82679 -3.05413
H: 6.49189 2.09011 -0.99846
H: 3.73853 5.33286 -1.35884
H: 4.86227 6.07575 -3.42595
H: 3.96727 -2.00393 -2.12469
H: 1.39236 -1.67995 -1.63638
C: 0.67773 7.17758 -1.20212
C: -0.03585 6.79396 -2.33316
C: -0.30830 5.45495 -2.56884
C: 0.14559 4.47584 -1.68561
C: 0.87087 4.86609 -0.56568
C: 1.12885 6.20896 -0.31918
As: -0.31724 2.57353 -1.88355
C: -1.96588 2.94345 -2.89418
C: -3.01206 3.52647 -2.18070
C: -4.22264 3.81081 -2.79179
C: -4.39923 3.53361 -4.14205
C: -3.34584 3.00189 -4.86924
C: -2.13622 2.70895 -4.25023
C: 0.87947 2.02101 -3.32068
C: 2.13066 2.60318 -3.47729
C: 3.04492 2.07174 -4.37882
C: 2.71662 0.95617 -5.13576
C: 1.46397 0.37305 -4.99278
C: 0.55533 0.89803 -4.08659
H: 0.87285 8.22605 -1.01062
H: -0.39407 7.54436 -3.02835
H: -0.87363 5.18434 -3.44970
H: 1.22604 4.12231 0.13307
H: 1.68342 6.48553 0.57179
H: -2.86454 3.80457 -1.14353
H: -5.02693 4.25805 -2.21838
H: -5.34620 3.74554 -4.62221
H: -3.46240 2.81800 -5.93124
H: -1.32520 2.31111 -4.84215
H: 2.40152 3.47279 -2.88977
H: 4.02178 2.52859 -4.48190
H: 3.43227 0.54097 -5.83484
H: 1.19599 -0.49465 -5.58538
H: -0.41844 0.43960 -3.98255

Atoms 1-6, force components in eV/Å:
-0.60 0.16 0.82
-0.04 0.13 -0.03
-0.03 0.06 0.02
0.22 -0.10 0.27
0.06 -0.10 0.00
0.01 0.15 0.06


This record from the Open Molecules 2025 dataset describes a molecular structure, C54H43F10InN3OTe in a non-equilibrium geometry. The level of theory is ωB97M-V/def2-TZVPD.

## Properties
Lowest unoccupied orbital energy (alpha / beta) (eV): 2.024 / 2.039
Energy above the lowest of the compared OMol25 structures with the same formula, charge and spin (kJ/mol): 378.4
Gap between HOMO and LUMO (alpha / beta) (eV): 4.63 / 4.16
Total charge: -1
Multiplicity: 1
Calculated total energy (a.u.): -3779.54992

Cartesian coordinates (Å):
In: 16.08562 14.10561 13.36338
C: 17.56667 15.75736 11.10129
N: 17.87033 14.51420 11.85566
C: 18.03070 13.28789 11.03716
C: 16.68084 12.64803 10.80925
N: 15.98049 12.37620 12.07982
C: 15.52779 11.17296 12.48328
C: 14.42389 11.10203 13.43041
F: 14.30723 12.30464 14.14093
C: 13.87225 9.95973 13.92647
F: 12.79747 9.95093 14.68711
C: 14.46074 8.72771 13.63583
F: 14.04713 7.61714 14.29735
C: 15.58066 8.73231 12.82326
F: 16.31141 7.55576 12.71174
C: 15.95266 9.86406 12.09033
F: 16.88937 9.65029 11.13995
C: 19.09282 14.75156 12.65531
C: 19.10931 13.94033 14.00759
N: 17.83106 13.84239 14.70460
C: 17.56030 12.91979 15.69932
C: 17.38011 11.60912 15.39024
F: 17.74625 11.27443 14.12403
C: 17.16964 10.71069 16.39364
F: 17.08540 9.42403 16.10125
C: 17.31414 11.09856 17.72496
F: 17.14257 10.11538 18.67266
C: 17.37682 12.44427 18.04562
F: 17.53832 13.00068 19.29397
C: 17.26284 13.35124 17.01116
F: 15.66454 14.98847 16.43368
H: 18.34013 16.00879 10.37679
H: 17.56215 16.58221 11.85268
H: 16.56514 15.77001 10.74061
H: 18.67094 12.64218 11.53882
H: 18.53306 13.56244 10.08375
H: 16.83467 11.67140 10.29827
H: 16.13350 13.22354 10.11070
H: 19.14208 15.80422 12.86984
H: 19.98390 14.48326 12.05804
H: 19.80223 14.34403 14.75026
H: 19.46750 12.92448 13.79798
C: 16.80592 14.72968 17.13896
C: 17.26231 15.84098 17.78471
C: 16.81968 16.86673 18.51557
C: 15.84534 16.69378 19.63799
C: 16.04152 15.66501 20.58719
C: 15.11431 15.47933 21.63864
C: 14.08233 16.37285 21.82191
C: 13.86667 17.35410 20.90328
C: 14.73805 17.53578 19.81458
C: 17.56493 18.18332 18.47237
C: 18.63095 18.34190 17.57805
C: 19.31898 19.60279 17.51874
C: 18.85374 20.67461 18.22693
C: 17.78540 20.52508 19.17123
C: 17.18142 19.29297 19.29313
H: 16.87846 15.01096 20.48042
H: 15.20873 14.59993 22.28954
H: 13.42124 16.31174 22.68575
H: 13.07934 18.10209 21.05658
H: 14.38323 18.20643 18.98564
H: 18.94583 17.56755 16.87068
H: 20.15875 19.69634 16.82004
H: 19.39065 21.63930 18.11962
H: 17.51871 21.32179 19.85326
H: 16.43135 19.16663 20.10659
Te: 10.89625 16.82009 10.29340
C: 10.97308 18.97670 9.71105
C: 11.50624 19.87448 10.61610
C: 11.69189 21.20822 10.33502
C: 11.40094 21.70096 9.04024
C: 10.88185 20.76439 8.09071
C: 10.57496 19.45018 8.44520
C: 8.82304 17.23361 10.61124
C: 8.50546 18.09360 11.66884
C: 7.15772 18.38370 11.99078
C: 6.14642 18.02291 11.09092
C: 6.47740 17.26200 9.99860
C: 7.82025 16.87848 9.73660
H: 11.95608 19.48333 11.55525
H: 11.96117 21.92636 11.16058
H: 11.49295 22.74130 8.69754
H: 10.66421 21.15915 7.08024
H: 10.29181 18.69343 7.76548
H: 9.29522 18.59511 12.28096
H: 6.91755 18.95869 12.88367
H: 5.08651 18.12881 11.36327
H: 5.71224 17.02716 9.30240
H: 8.11747 16.38158 8.79578
C: 10.41086 20.62836 14.94070
C: 11.57582 19.68292 14.76734
C: 11.34309 18.28286 14.80792
C: 12.37298 17.35637 14.69805
C: 12.10765 15.91954 14.78413
C: 13.71757 17.87554 14.44758
C: 14.77986 17.00468 14.26214
O: 14.78850 15.82621 13.64423
C: 13.96082 19.25349 14.40664
C: 15.32844 19.79649 14.15990
C: 12.91255 20.10839 14.60596
H: 9.55120 19.96472 14.92869
H: 10.33458 21.24973 14.05878
H: 10.46281 21.33115 15.79236
H: 10.31888 17.99273 15.04492
H: 12.68693 15.41005 15.53741
H: 12.25150 15.31569 13.86022
H: 11.09703 15.69370 15.03389
H: 15.72886 17.36772 14.68682
H: 15.73993 19.38233 13.22516
H: 16.08729 19.40081 14.85285
H: 15.36760 20.88995 14.12368
H: 13.13019 21.18557 14.58111

Atoms 1-6, force components in eV/Å:
-0.31 0.48 1.08
0.56 0.38 1.70
0.87 0.68 -0.09
-1.08 1.86 -1.11
0.68 -3.05 0.64
0.10 0.17 -1.00


Among the records above, which one has the lowest calculated total energy? C54H43AsBr2N6O5S2Ti